{
  "formula": "H4NO2SSi",
  "method": "ωB97M-V/def2-TZVPD",
  "species": ["N", "O", "O", "Si", "S", "H", "H", "H", "H"],
  "coordinates": [[2.714, 0.570, 0.927], [-2.041, -1.209, 0.972], [2.691, -0.729, -1.101], [-1.354, -0.602, -0.226], [2.284, -0.771, 0.292], [2.573, 0.439, 1.937], [-1.279, -1.102, -1.726], [-1.110, 0.936, -0.263], [0.626, -0.906, 0.159]],
  "total_charge": -1,
  "e_lumo_ha": 0.13934,
  "fmax_ev_per_a": 3.772,
  "e_tot_ha": -895.29169
}